{
  "formula": "C33H32F9N6O5PbS3Sb",
  "method": "ωB97M-V/def2-TZVPD",
  "symbols": ["Pb", "F", "C", "F", "F", "S", "O", "O", "N", "S", "O", "O", "C", "F", "F", "F", "F", "C", "C", "C", "C", "C", "C", "Sb", "C", "C", "C", "C", "F", "C", "C", "C", "C", "C", "C", "F", "C", "C", "H", "H", "H", "H", "H", "H", "H", "H", "H", "H", "H", "H", "N", "C", "C", "C", "N", "C", "C", "H", "H", "H", "H", "H", "H", "N", "C", "N", "C", "N", "C", "C", "C", "S", "O", "C", "C", "C", "H", "H", "H", "H", "H", "H", "H", "H", "H", "H", "H", "H", "H", "H"],
  "coordinates": [[11.504, -18.614, -2.781], [10.293, -15.015, -7.557], [10.309, -15.094, -6.247], [9.083, -14.838, -5.821], [11.181, -14.251, -5.757], [10.892, -16.786, -5.744], [11.366, -16.544, -4.324], [11.872, -17.329, -6.646], [9.622, -17.697, -5.654], [8.602, -17.720, -4.453], [7.792, -16.572, -4.265], [9.195, -18.254, -3.170], [7.664, -19.170, -5.014], [6.912, -19.513, -3.984], [6.905, -18.793, -6.025], [8.446, -20.179, -5.365], [11.253, -14.478, 4.542], [11.676, -14.403, 3.282], [11.578, -13.185, 2.618], [11.916, -13.086, 1.219], [12.311, -14.269, 0.585], [12.368, -15.464, 1.250], [11.980, -15.556, 2.595], [12.312, -14.459, -1.511], [14.047, -14.730, -2.534], [15.225, -14.291, -1.882], [16.454, -14.360, -2.520], [16.436, -14.916, -3.817], [17.579, -15.042, -4.435], [15.286, -15.263, -4.523], [14.071, -15.182, -3.849], [11.046, -13.088, -2.415], [9.761, -13.395, -2.854], [8.978, -12.458, -3.468], [9.465, -11.129, -3.576], [8.631, -10.165, -3.985], [10.785, -10.822, -3.194], [11.544, -11.813, -2.599], [11.371, -12.289, 3.162], [11.966, -12.074, 0.734], [12.676, -16.334, 0.720], [12.030, -16.505, 3.116], [15.236, -13.946, -0.867], [17.350, -14.131, -1.992], [15.239, -15.640, -5.542], [13.111, -15.528, -4.255], [9.445, -14.421, -2.803], [8.004, -12.631, -3.874], [11.321, -9.918, -3.424], [12.589, -11.553, -2.369], [9.169, -20.358, 3.234], [9.553, -19.909, 2.025], [8.694, -19.939, 0.881], [9.113, -19.556, -0.330], [10.398, -19.183, -0.548], [11.226, -19.208, 0.501], [10.869, -19.494, 1.770], [8.208, -20.590, 3.479], [9.857, -20.618, 3.938], [7.716, -20.452, 0.954], [8.359, -19.634, -1.126], [12.215, -18.947, 0.300], [11.630, -19.577, 2.536], [11.216, -16.205, -1.550], [10.128, -16.130, -0.935], [9.096, -16.225, -0.319], [7.791, -15.844, -0.328], [6.756, -15.418, -0.124], [15.647, -20.698, 1.249], [14.494, -21.026, 0.248], [14.623, -20.455, -1.167], [14.845, -18.655, -1.154], [13.547, -17.982, -1.448], [15.846, -18.406, -2.604], [15.376, -18.966, -3.969], [16.608, -19.334, -4.835], [15.344, -21.207, 2.202], [15.814, -19.677, 1.550], [16.657, -21.160, 0.926], [13.548, -20.644, 0.611], [14.405, -22.105, 0.170], [13.602, -20.563, -1.617], [15.412, -20.839, -1.757], [16.774, -18.802, -2.347], [16.065, -17.286, -2.659], [14.749, -18.249, -4.510], [14.785, -19.885, -3.889], [17.457, -18.659, -4.652], [16.525, -19.307, -5.902], [16.969, -20.333, -4.633]],
  "lowdin_charge": [1.548, 0.192, -0.698, 0.164, 0.169, 0.652, -0.540, -0.232, -0.289, 0.652, -0.225, -0.522, -0.712, 0.164, 0.184, 0.176, 0.113, -0.264, 0.046, -0.056, -0.346, -0.131, 0.030, 1.817, -0.358, -0.099, 0.035, -0.279, 0.130, 0.030, -0.092, -0.341, -0.110, 0.034, -0.203, 0.111, 0.029, -0.128, 0.122, 0.129, 0.075, 0.125, 0.102, 0.127, 0.142, 0.073, 0.086, 0.133, 0.129, 0.119, 0.158, -0.276, 0.000, -0.145, -0.070, -0.188, -0.006, 0.132, 0.128, 0.138, 0.126, 0.055, 0.123, -0.091, -0.324, 0.212, -0.250, 0.200, -0.101, -0.271, -0.315, 0.952, -0.734, -0.338, -0.250, -0.080, 0.087, 0.045, 0.112, 0.071, 0.119, 0.085, 0.086, 0.072, 0.105, 0.093, 0.097, 0.083, 0.072, 0.077],
  "largest_force_ev_per_a": 3.3,
  "lumo_ev": -5.6,
  "total_charge": 2
}